ORCA calculation (ωB97M-V/def2-TZVPD) on an isolated molecule of C9H12N2O2 in a non-equilibrium geometry.

Geometry (Å):
O  0.4920  0.4954  0.0388
O  2.1448  -0.8928  -0.6428
N  -2.2494  0.2622  0.8474
N  -2.0635  -0.6750  -0.0928
C  -1.3034  -1.8587  0.2757
C  2.8949  0.2587  -0.5355
C  0.0881  -1.8786  -0.1983
C  2.8357  0.8292  0.8108
C  -2.8528  1.2672  0.3244
C  1.3083  1.1866  0.9894
C  -3.1050  0.9674  -1.0428
C  -2.5045  -0.2531  -1.3071
C  0.8539  -0.8180  -0.2034
H  -3.1115  1.9891  0.9901
H  0.6054  -2.7644  -0.4936
H  3.9774  -0.1190  -0.8538
H  0.8655  2.2240  0.7830
H  0.9418  0.9459  2.0675
H  2.8081  0.9906  -1.3649
H  -3.7743  1.5105  -1.8705
H  3.2593  0.1311  1.4230
H  3.4500  1.7267  0.9226
H  -1.7590  -2.8079  -0.0232
H  -2.4942  -0.9168  -2.1632
H  -1.3077  -1.8002  1.3193

Atoms 1-3, force components in eV/Å:
O 0.01 -1.82 -0.09
O -0.90 -1.22 -0.08
N 1.32 -2.17 1.50

Output
SMILES	C(Cn1cccn1)=C1OCCCO1
highest occupied orbital energy	-8.5	eV
multiplicity	1

natural (NBO) population analysis, charges in e, atoms 1 to 8:
1 O -0.53
2 O -0.51
3 N -0.25
4 N -0.17
5 C -0.23
6 C -0.07
7 C -0.38
8 C -0.48



ORCA calculation (ωB97M-V/def2-TZVPD) on the ion C9H12N2O2 with charge +2 in a non-equilibrium geometry.

Geometry (Å):
O  -2.7369  1.0691  0.8212
O  -0.5020  -1.3287  0.6247
N  2.8892  0.3423  -0.4931
N  -1.6980  0.7103  0.1755
C  1.9114  1.4135  0.1076
C  0.6340  0.6981  0.3176
C  -4.0988  -1.4261  -1.4380
C  0.5432  -0.7871  0.3605
C  3.0183  -0.7873  0.3441
C  -3.9561  -0.6961  -0.4632
C  -0.5852  1.3940  0.2286
C  -4.0373  0.4115  0.3831
C  1.7659  -1.6722  0.1155
H  1.9344  2.2992  -0.5163
H  3.8864  0.6733  -0.5894
H  -4.4646  1.3394  0.0051
H  1.5882  -2.5105  0.8463
H  1.7552  -1.9538  -0.8903
H  -0.6982  2.4964  0.1982
H  3.9147  -1.2379  -0.1391
H  -4.2030  -2.1060  -2.1815
H  -4.7396  0.2766  1.2078
H  2.3390  1.6226  1.0439
H  3.0167  -0.4104  1.3794
H  2.5229  0.1701  -1.4483

Atoms 1-3, force components in eV/Å:
O 2.20 -0.45 -0.37
O -0.51 0.77 0.01
N -0.14 4.20 -1.54

Output
net charge	+2
highest occupied orbital energy	-16.6	eV
multiplicity	1

natural (NBO) population analysis, charges in e, atoms 1 to 8:
1 O -0.12
2 O -0.38
3 N -0.50
4 N 0.20
5 C -0.24
6 C -0.05
7 C 0.02
8 C 0.51



ORCA calculation (ωB97M-V/def2-TZVPD) on a structure of composition C9H12N2O4SY in a non-equilibrium geometry.

Geometry (Å):
Y  0.0002  0.0013  -0.0649
S  -0.0030  -0.0188  2.3630
O  -3.6403  -0.0097  -0.1050
O  0.0080  -3.6369  0.1501
O  3.6398  0.0107  -0.1041
O  -0.0075  3.6384  0.1516
N  -1.1679  0.2047  4.7343
N  1.1683  -0.1979  4.7365
C  0.0049  -2.4907  0.0362
C  2.4869  0.0087  -0.1446
C  -0.0006  -0.0016  4.0821
C  1.1979  -0.9983  5.9725
C  -2.4859  -0.0067  -0.1446
C  0.0010  -0.6761  -3.0305
C  -0.0015  0.6755  -3.0313
C  -1.1970  1.0052  5.9696
C  -0.0043  2.4939  0.0404
H  -0.1813  1.0939  6.3576
H  0.9359  1.2504  -2.9898
H  -1.9499  0.3723  4.0900
H  -0.9412  1.2468  -2.9894
H  1.8311  -0.4676  6.6816
H  0.1824  -1.0870  6.3615
H  1.9494  -0.3705  4.0922
H  -1.6291  1.9932  5.7697
H  1.6300  -1.9866  5.7733
H  -1.8298  0.4751  6.6797
H  0.9407  -1.2474  -2.9883
H  -0.9364  -1.2510  -2.9881

Atoms 1-3, force components in eV/Å:
Y 0.00 -0.01 -0.55
S 0.00 0.01 -0.89
O 5.26 0.01 -0.18

Output
net charge	+3
highest occupied orbital energy	-19.8	eV
multiplicity	1

natural (NBO) population analysis, charges in e, atoms 1 to 8:
1 Y 1.38
2 S -0.25
3 O -0.25
4 O -0.25
5 O -0.25
6 O -0.25
7 N -0.50
8 N -0.51



The evaluated E for the records listed, in turn: -610.0192; -609.2322; -1196.0495 Eh.
The evaluated HOMO-LUMO gap for the records listed, in turn: 9.365; 6.234; 6.849 eV.
The evaluated energy relative to the best compared isomer or geometry (same formula, charge and spin) for the records listed, in turn: 2.8476; 3.9892; 0.0000 eV.